## one
ORCA calculation (ωB97M-V/def2-TZVPD) on a 3-piece molecular cluster, C4H16N2O2 overall.

ORCA input file:
```
! wB97M-V def2-TZVPD RIJCOSX def2/J DEFGRID3
* xyz 0 1
O -2.9917 -1.6233 -0.7216
O -2.6937 0.7139 -2.4531
N 1.4506 -0.2490 1.0043
N 2.3403 -2.4626 0.4975
C 1.1689 -1.6568 0.5172
C 1.3445 2.1235 0.4847
C -0.8098 0.8876 0.8213
C 0.6469 0.7765 0.3509
H -2.7604 -2.1945 -1.4695
H 1.0546 2.9530 -0.1683
H -3.1449 -0.8089 -1.2368
H 2.9640 -2.2832 1.2711
H -0.9426 1.2897 1.8291
H -2.3296 1.4209 -1.9045
H 0.3510 -2.0059 1.1059
H 2.4309 2.0378 0.4076
H 1.1634 2.5302 1.4916
H 1.1964 -0.2663 1.9883
H 2.8543 -2.2977 -0.3578
H -2.0087 0.5634 -3.1126
H -1.2724 1.6096 0.1374
H 0.7681 -1.5578 -0.4860
H 0.5643 0.5579 -0.7182
H -1.3444 -0.0580 0.7215
*
```

The value obtained for the HOMO energy is -8.961 eV. As for the SMILES: CC(C)NCN.O.O. The orbital gap is 0.344 Ha.

Results of the Mulliken charge analysis, in e, for atoms 1 through 2: atom 1 (O): -0.631, atom 2 (O): -0.677

## two
ORCA calculation (ωB97M-V/def2-TZVPD) on a 3-piece molecular cluster, C4H16N2O2 overall.

ORCA input file:
```
! wB97M-V def2-TZVPD RIJCOSX def2/J DEFGRID3
* xyz 0 1
O -4.5030 0.2571 -3.3741
O -1.3619 3.8207 1.5022
N 2.0846 0.1590 2.9667
N -0.6615 -1.1767 -0.5557
C 0.7583 -0.8995 -0.6095
C 1.4401 -1.6604 -1.7042
C 1.2886 -1.1281 0.8371
C 1.9718 0.1572 1.4687
H 0.8302 0.2609 -0.6897
H -0.4135 3.7263 1.3746
H 2.9219 0.3708 1.0232
H -4.7861 -0.5094 -3.8977
H -4.0206 0.7660 -4.0779
H 1.8982 -2.0121 0.9756
H -0.9973 -1.6746 0.2552
H 1.9904 -0.7637 3.3517
H 2.5303 -1.3772 -1.6594
H 0.3794 -1.3178 1.4337
H -1.7066 3.0688 1.0023
H 1.2762 -2.7420 -1.5804
H 3.0435 0.4354 3.1248
H -1.1574 -1.6495 -1.3152
H 1.2205 0.9225 1.1721
H 0.8985 -1.5921 -2.6780
*
```

The value obtained for the HOMO energy is -8.963 eV. As for the SMILES: C[C@@H](N)CCN.O.O. The orbital gap is 0.357 Ha.

Results of the Mulliken charge analysis, in e, for atoms 1 through 2: atom 1 (O): -0.645, atom 2 (O): -0.644

## three
ORCA calculation (ωB97M-V/def2-TZVPD) on a 3-piece molecular cluster, C4H16N2O2 overall.

ORCA input file:
```
! wB97M-V def2-TZVPD RIJCOSX def2/J DEFGRID3
* xyz 0 1
O 0.5588 2.4806 0.8421
O 0.5992 2.4125 -1.8790
N -2.1197 0.8159 -0.4499
N 1.8170 -2.6624 0.7389
C -0.9433 -1.3166 -0.3190
C -0.3282 -1.4681 1.1484
C 1.1896 -1.4411 1.1396
C -0.9296 0.1130 -0.8996
H -0.1530 1.8567 0.8818
H -1.1534 0.1250 -2.0201
H -2.0200 -1.5584 -0.1535
H -2.4176 0.7013 0.5542
H 0.6158 2.6203 -0.1654
H -0.6876 -0.6496 1.7016
H 0.0441 0.7358 -0.6753
H -0.5556 -2.1962 -0.9651
H 1.4777 -1.0277 2.1780
H 1.6083 -0.6630 0.4073
H 1.5332 2.6232 -1.6540
H -0.8394 -2.3727 1.6884
H -2.1533 1.8801 -0.6922
H 1.2768 -3.1624 0.0449
H 1.9732 -3.3115 1.4837
H 0.3743 2.8565 -2.7586
*
```

The value obtained for the HOMO energy is -8.847 eV. As for the SMILES: NCCCCN.O.O. The orbital gap is 0.336 Ha.

Results of the Mulliken charge analysis, in e, for atoms 1 through 2: atom 1 (O): -0.669, atom 2 (O): -0.664

## four
ORCA calculation (ωB97M-V/def2-TZVPD) on a 3-piece molecular cluster, C4H16N2O2 overall.

ORCA input file:
```
! wB97M-V def2-TZVPD RIJCOSX def2/J DEFGRID3
* xyz 0 1
O -1.7825 -1.8256 0.2055
O -1.3212 0.7355 1.7729
N -1.3416 1.4135 -2.2811
N 1.1923 -0.4590 -0.3496
C -0.7834 0.6922 -1.0260
C 2.0356 -0.8328 1.9660
C 0.7338 0.5598 -1.3469
C 1.8920 0.1093 0.7979
H 1.8611 -1.9456 1.7670
H 2.9846 0.2358 0.5861
H -0.9984 -0.0707 1.3471
H 3.0522 -0.7988 2.3421
H -1.2250 -0.3569 -1.0788
H -1.6736 0.6319 -2.8308
H -0.8814 1.3577 -0.1431
H 1.4960 1.1052 1.0600
H -2.1356 1.9350 -1.9315
H -1.5147 1.3121 1.0034
H 1.2557 1.4952 -1.1514
H -2.6629 -2.2404 0.0186
H 0.8285 0.1085 -2.3273
H 1.3627 -0.4334 2.7565
H 1.6991 -1.2119 -0.7996
H -1.3011 -2.5096 -0.2962
*
```

The value obtained for the HOMO energy is -8.433 eV. As for the SMILES: CCNCCN.O.O. The orbital gap is 0.324 Ha.

Results of the Mulliken charge analysis, in e, for atoms 1 through 2: atom 1 (O): -0.593, atom 2 (O): -0.661

Least stable: four

## one
ORCA calculation (ωB97M-V/def2-TZVPD) on a 4-piece molecular cluster, C4H16N2O2 overall.

ORCA input file:
```
! wB97M-V def2-TZVPD RIJCOSX def2/J DEFGRID3
* xyz 0 1
O -0.7037 -1.2556 -1.4096
O 1.5662 1.8850 -0.1062
N -3.2268 0.4463 -1.1363
N 1.3988 -1.2846 -0.0355
C 2.2357 -0.4710 -0.8272
C -0.3369 -0.4514 1.6295
C 1.1287 -0.5903 1.1759
C -0.7844 0.8755 1.0265
H -1.6976 1.2632 1.4630
H -0.4309 -0.5742 2.7047
H 3.1468 -0.2611 -0.2702
H -1.0444 0.7215 -0.0170
H -3.0103 0.8484 -2.0346
H -2.8094 -0.4575 -1.0057
H 0.4429 -1.3478 -0.6727
H 2.3871 2.3777 0.0616
H 2.4741 -0.8790 -1.8076
H 0.0339 1.5762 1.1392
H 1.4757 0.4649 0.8801
H -1.0186 -1.1672 1.1669
H 1.7781 -0.8251 2.0215
H -0.6597 -1.9572 -2.0731
H 1.8455 0.6051 -0.9963
H -4.1908 0.4579 -0.8767
*
```

The value obtained for the HOMO energy is -8.831 eV. The orbital gap is 0.196 Ha.

Results of the Mulliken charge analysis, in e, for atoms 1 through 2: atom 1 (O): -0.779, atom 2 (O): -0.723

## two
ORCA calculation (ωB97M-V/def2-TZVPD) on a 3-piece molecular cluster, C4H16N2O2 overall.

ORCA input file:
```
! wB97M-V def2-TZVPD RIJCOSX def2/J DEFGRID3
* xyz 0 1
O 3.1667 -0.1409 0.0469
O -2.5032 2.8782 -1.8294
N 0.3059 1.8826 0.9692
N 0.7342 -0.9893 -1.0560
C 0.2072 0.5747 1.6383
C -1.0871 -2.5033 -0.3773
C -0.6593 -0.4926 0.9932
C 0.0043 -1.5430 0.1135
H -1.8573 -2.6204 0.3676
H 0.2582 -1.2103 -1.9236
H -0.6269 -3.4523 -0.6790
H -1.8195 2.2396 -2.0769
H -1.4241 -0.0235 0.3549
H 3.1570 -0.5768 0.9051
H 0.2874 1.7464 -0.0311
H 0.7672 0.0211 -1.0516
H -1.4633 -2.1128 -1.3343
H 2.8229 -0.8176 -0.5566
H -1.2196 -1.0369 1.7605
H 0.7548 -2.1338 0.6413
H -0.5021 2.4333 1.2224
H -0.0826 0.7848 2.6652
H 1.2235 0.2088 1.8391
H -3.2747 2.3345 -1.6408
*
```

The value obtained for the HOMO energy is -9.359 eV. As for the SMILES: C[C@@H](N)CCN.O.O. The orbital gap is 0.361 Ha.

Results of the Mulliken charge analysis, in e, for atoms 1 through 2: atom 1 (O): -0.648, atom 2 (O): -0.635

Least stable: one